# 1
Entry from the Open Molecules 2025 dataset: a cluster of 2 separate species, C4H12S in total (ωB97M-V with the def2-TZVPD basis set).

The total energy comes out at -15175.995 eV. As for the gap between HOMO and LUMO: 9.9 eV. The strongest force on any atom is 5.067 eV/A. For the HOMO energy, the calculation gives -8.935 eV. Its SMILES is CCS.CC.

```
17
Properties=species:S:1:pos:R:3:forces:R:3
H 5.01993 2.88376 -0.37072 0.301 -0.721 0.051
H 4.71546 4.54967 -0.07708 -1.183 -1.420 0.526
H 4.89430 2.86944 2.31389 -0.933 1.079 -1.039
H -5.30236 -2.28633 -1.10187 0.547 1.278 0.993
H -4.10167 -3.77679 -1.57159 -1.251 -2.712 -1.113
H 3.33418 3.37529 -0.61980 1.232 0.357 1.416
C -3.48395 -3.14454 -1.07790 4.508 1.547 1.720
H -2.44243 -5.15905 -0.19917 0.160 1.533 0.884
H 3.58782 2.05027 1.61016 -0.521 -0.124 -0.089
H -4.34240 -1.85181 0.41292 -0.174 0.510 -0.058
H -3.92608 -1.06597 -1.27705 -0.844 -0.839 1.441
C -4.31245 -1.95483 -0.66564 -0.441 0.252 -2.237
H -2.57885 -2.91247 -1.68286 -1.258 0.228 -0.263
C 3.97550 3.06135 1.66536 -0.219 0.806 -1.024
S -2.45794 -3.85761 0.36920 -1.247 -1.799 -1.367
H 3.16704 3.72061 2.20898 1.848 -1.152 -1.146
C 4.25387 3.49903 0.06317 -0.525 1.174 1.305
```
Positions in Å, forces in eV/Å.

# 2
Entry from the Open Molecules 2025 dataset: a structure of composition C2H5N3O (ωB97M-V with the def2-TZVPD basis set).

As for the spin multiplicity: 3. The total energy comes out at -8665.638 eV. As for the gap between HOMO and LUMO (alpha / beta): 6.9 / 7.1 eV. Its expectation value of S² is 2.01. The strongest force on any atom is 5.546 eV/A. For the HOMO energy (alpha / beta), the calculation gives -5.966 / -9.322 eV.

```
11
Properties=species:S:1:pos:R:3:forces:R:3
H 1.04466 0.53085 -1.27717 0.168 -0.533 -0.338
H 1.89679 0.29598 0.40402 -0.630 0.928 -1.098
O -0.48091 -1.84048 -0.91264 0.191 0.966 1.184
H 0.08183 -1.85521 1.00921 0.472 1.558 -0.814
C 0.96673 0.52474 -0.20240 0.381 -3.977 1.136
N -1.13359 1.01145 0.74114 -0.708 5.011 1.421
H 0.13499 2.52932 0.41954 0.655 -3.235 -0.159
N 0.11419 1.43002 0.35150 -1.060 4.164 1.146
C -0.21167 -1.04154 0.25674 0.352 0.155 -0.440
N -1.28878 -0.22287 0.66457 0.141 -5.116 -2.137
H -1.12424 -1.36226 -1.45452 0.039 0.079 0.099
```
Positions in Å, forces in eV/Å.

# 3
Entry from the Open Molecules 2025 dataset: a cluster of 2 separate species, C4H12 in total (ωB97M-V with the def2-TZVPD basis set).

The total energy comes out at -4341.441 eV. As for the gap between HOMO and LUMO: 12.6 eV. The strongest force on any atom is 2.790 eV/A. For the HOMO energy, the calculation gives -11.541 eV. Its SMILES is CC.CC.

```
16
Properties=species:S:1:pos:R:3:forces:R:3
C -1.02055 0.95938 -2.41959 0.971 1.039 -1.699
C 1.17486 -1.51685 1.92222 -1.714 0.570 -2.094
C 0.21947 1.57056 -1.75991 -0.924 -0.232 2.623
C -0.29505 -0.98252 2.27971 -1.060 2.072 -1.030
H -0.42779 0.15461 2.61391 0.853 -2.466 -0.295
H 2.03235 -1.04528 2.41074 -0.424 -0.080 -0.054
H -1.52010 1.80201 -2.90969 -0.391 -0.355 0.020
H -1.70672 0.48769 -1.75703 -0.369 -0.385 0.599
H -1.02501 -0.94084 1.36583 1.536 -0.571 1.352
H 1.08119 -2.54439 2.13885 0.513 -1.294 0.909
H 0.50152 2.57735 -2.04745 -0.170 0.002 -0.264
H 1.05980 0.94626 -1.78077 1.439 -0.950 -0.830
H 1.35095 -1.63721 0.78342 -0.228 1.052 1.671
H 0.10848 1.55724 -0.63328 -0.352 0.567 -0.986
H -0.74327 0.25967 -3.23651 -0.201 0.302 0.555
H -0.79012 -1.64770 3.02955 0.522 0.730 -0.477
```
Positions in Å, forces in eV/Å.

# 4
Entry from the Open Molecules 2025 dataset: an isolated molecule of C6H9NO (ωB97M-V with the def2-TZVPD basis set).

The total energy comes out at -9901.364 eV. As for the gap between HOMO and LUMO: 9.7 eV. The strongest force on any atom is 3.240 eV/A. For the HOMO energy, the calculation gives -8.545 eV. Its SMILES is C1CN2C[C@@H]2[C@H]2O[C@@H]12.

```
17
Properties=species:S:1:pos:R:3:forces:R:3
O -0.68276 0.48855 1.71343 -2.236 0.459 1.093
H -0.64463 0.93123 -2.66174 0.286 0.582 -0.271
C -0.79582 0.07467 -2.03938 -1.798 -0.803 -1.047
C 0.55210 0.68100 1.15779 1.650 -0.155 1.174
C -0.65690 1.16217 0.44620 0.002 0.857 1.304
H 0.36944 -2.19543 -0.30345 -0.127 -0.832 -0.222
C 1.26963 -0.66599 0.91774 -0.194 0.457 -1.793
H -1.46606 -0.65775 -2.54628 0.383 0.223 0.318
H 2.31274 -0.50187 1.08982 0.805 0.019 -0.225
C -1.03177 0.19207 -0.55590 0.998 -2.159 -2.200
H 0.97150 -1.44744 1.58998 -0.434 0.221 0.966
H 1.90581 -1.56847 -0.95698 0.979 -0.400 -0.963
H 1.11308 1.43839 1.73691 0.156 -0.431 -0.569
H -1.64188 -0.65822 -0.20939 0.037 0.593 0.133
N 0.22899 -0.30257 -1.20662 0.896 0.282 1.471
H -0.99073 2.22532 0.50253 0.424 -0.942 -0.257
C 0.98442 -1.33661 -0.51019 -1.827 2.030 1.088
```
Positions in Å, forces in eV/Å.